Molecular formula: CH3PS
Method: DFT, wB97M-V/def2-TZVPD

2S+1   1
Lowest unoccupied orbital energy   -0.013 Eh
Energy relative to the best compared isomer or geometry (same formula, charge and spin)   95.3 kJ/mol
Frontier orbital gap   8.62 eV
Total energy   -779.37802 Ha
Charge   0

Atoms and positions in Å:
C -0.14078 0.51070 -0.05047
P 1.41816 -0.15419 0.05350
S 3.38358 0.13498 -0.02024
H -0.29110 1.55811 -0.12087
H -0.94458 -0.19439 -0.17523
H 0.85794 -1.43672 -0.19198

Löwdin charges, unit e, in atom order: -0.3130, 0.3151, 0.0760, -0.0248, -0.0081, -0.0452